{"formula": "C16H20ClI2NOPSSc", "method": "wB97M-V/def2-TZVPD", "charge": 2, "e_lumo_ev": [-7.8, -7.8], "molar_mass_da": 639.60, "elements": ["I", "I", "Sc", "P", "C", "C", "H", "H", "H", "C", "H", "H", "H", "H", "H", "H", "C", "O", "Cl", "N", "S", "C", "C", "C", "C", "C", "C", "C", "C", "C", "C", "C", "C", "H", "H", "H", "H", "H", "H", "H", "H", "H", "H", "H"], "positions_angstrom": [[-0.632, 4.299, -0.760], [2.084, 3.920, -1.189], [-0.084, -0.500, -2.071], [-0.237, 1.389, -4.103], [0.017, 3.204, -4.191], [0.946, 0.917, -5.415], [-2.172, 0.287, -5.031], [-1.660, 1.650, -6.075], [-2.554, 1.987, -4.560], [-1.814, 1.326, -5.033], [0.968, -0.176, -5.488], [0.645, 1.326, -6.392], [-0.052, 3.565, -5.228], [1.001, 3.473, -3.802], [1.944, 1.299, -5.172], [-0.731, 3.730, -3.593], [1.043, 4.558, 0.886], [1.304, 4.959, 1.939], [-0.800, -2.611, -2.594], [0.041, -0.742, -0.073], [-0.010, -2.123, 0.958], [1.416, -1.973, 2.043], [2.470, -1.117, 1.731], [3.587, -1.034, 2.564], [3.659, -1.802, 3.728], [2.607, -2.662, 4.053], [1.490, -2.748, 3.215], [-1.342, -1.743, 2.100], [-1.194, -1.151, 3.365], [-2.317, -0.909, 4.173], [-3.600, -1.180, 3.698], [-3.755, -1.704, 2.407], [-2.636, -1.961, 1.610], [0.151, 0.064, 0.560], [2.390, -0.513, 0.830], [4.399, -0.363, 2.306], [4.511, -1.712, 4.398], [2.638, -3.273, 4.960], [0.661, -3.409, 3.460], [-0.205, -0.873, 3.717], [-2.196, -0.494, 5.170], [-4.481, -0.945, 4.297], [-4.755, -1.914, 2.018], [-2.745, -2.320, 0.583]], "forces_ev_per_angstrom": [[-2.82, 0.06, -0.56], [2.68, -0.86, -1.84], [-0.43, -1.22, 0.31], [-0.12, 1.47, -1.70], [0.12, 0.29, 0.59], [0.29, -0.65, 0.13], [-0.22, 0.32, -0.17], [0.08, -0.10, 0.49], [0.13, -0.31, -0.09], [-0.35, -0.61, 0.26], [0.23, 0.14, -0.22], [-0.04, -0.06, 0.44], [-0.05, -0.47, 0.21], [-0.07, -0.02, -0.08], [-0.14, -0.20, -0.02], [0.08, -0.10, -0.12], [0.61, 1.48, 5.07], [-0.46, -0.81, -2.32], [0.37, 1.12, 0.01], [0.41, -0.26, 0.97], [-0.31, 1.07, 0.14], [0.88, 0.13, 0.61], [-0.27, 0.02, -0.30], [-0.17, -0.15, 0.12], [-0.30, 0.07, -0.12], [-0.31, -0.01, -0.29], [-0.23, -0.19, -0.31], [-0.86, 0.64, 0.33], [0.16, -0.10, 0.06], [0.15, -0.03, -0.42], [0.19, -0.13, -0.55], [0.16, 0.07, -0.06], [-0.07, -0.31, -0.18], [-0.08, -0.07, -0.29], [0.30, -0.03, 0.17], [-0.12, -0.06, 0.02], [-0.15, -0.06, -0.24], [0.00, 0.27, -0.38], [0.23, 0.03, 0.10], [-0.17, -0.13, 0.12], [0.13, -0.02, -0.25], [0.31, -0.19, -0.09], [0.40, 0.12, 0.09], [-0.18, -0.11, 0.35]]}

=====

{"formula": "C16H20F3N2O6P", "method": "wB97M-V/def2-TZVPD", "e_lumo_ev": 0.0, "molar_mass_da": 424.31, "elements": ["C", "P", "C", "C", "C", "N", "C", "C", "N", "C", "C", "C", "F", "C", "F", "F", "H", "H", "H", "H", "H", "H", "H", "H", "H", "H", "H", "H", "O", "C", "O", "C", "C", "O", "H", "H", "H", "H", "O", "C", "O", "C", "C", "O", "H", "H", "H", "H"], "positions_angstrom": [[-0.330, 1.930, 3.539], [0.600, 2.388, 1.953], [1.740, 1.002, 1.347], [-0.538, 3.051, 0.587], [-0.668, 4.670, 0.642], [-0.701, 5.886, 0.594], [-1.977, 2.330, 0.469], [-2.647, 2.891, -0.908], [-3.136, 3.492, -1.848], [-3.022, 2.695, 1.642], [-3.627, 1.414, 2.422], [-4.069, 0.209, 1.470], [-5.294, 0.201, 0.720], [-3.190, -0.912, 1.308], [-2.277, -1.247, 2.347], [-3.161, -1.694, 0.100], [-0.783, 0.876, 3.489], [-1.081, 2.741, 3.881], [0.469, 1.890, 4.384], [1.362, 0.459, 0.403], [1.855, 0.262, 2.240], [2.778, 1.484, 1.171], [0.010, 2.841, -0.419], [-1.816, 1.210, 0.292], [-2.525, 3.463, 2.359], [-3.935, 3.258, 1.201], [-4.585, 1.787, 2.963], [-2.942, 0.979, 3.229], [3.052, 1.330, -0.927], [2.927, 0.668, -1.922], [2.365, -0.572, -1.953], [2.195, -0.917, -3.321], [3.217, -0.072, -4.014], [3.328, 1.060, -3.162], [2.363, -1.984, -3.476], [1.173, -0.671, -3.624], [4.193, -0.563, -4.079], [2.903, 0.225, -5.016], [3.414, -4.093, -2.830], [2.593, -4.413, -2.015], [2.741, -5.442, -1.136], [1.672, -5.352, -0.205], [0.626, -4.592, -0.962], [1.392, -3.792, -1.851], [1.332, -6.345, 0.093], [2.020, -4.815, 0.682], [-0.025, -5.247, -1.548], [0.010, -3.970, -0.311]], "forces_ev_per_angstrom": [[-0.05, -0.91, 0.79], [1.31, 1.72, 0.84], [-0.13, -0.81, 0.57], [-0.79, 0.43, -1.20], [0.10, 3.53, -0.33], [0.10, -7.05, 0.40], [-0.86, 1.36, -1.95], [-1.57, 2.49, -2.75], [2.80, -3.61, 5.28], [-0.42, 0.19, -0.15], [-1.67, -0.20, 0.19], [1.76, -2.48, -0.28], [3.28, 0.56, 1.44], [-1.68, 1.86, -0.43], [-1.75, 0.61, -3.38], [0.07, 1.49, 4.04], [0.29, 1.59, 0.25], [1.19, -1.43, -0.83], [-1.20, 0.12, -1.62], [0.76, 0.75, 1.72], [-0.37, 1.12, -1.55], [-2.16, -0.91, 0.26], [-0.76, 0.44, 1.79], [-0.22, 1.62, 0.51], [-0.87, -1.59, -1.05], [1.70, -1.01, 0.55], [1.64, -0.64, -0.81], [-0.86, 0.62, -1.40], [0.18, -0.55, -1.65], [0.28, 0.65, 0.62], [0.34, 0.70, 0.23], [-0.53, -0.86, -0.53], [0.34, -0.14, -0.83], [-0.27, -0.08, 0.77], [0.00, 0.14, 0.23], [0.06, 0.06, 0.05], [-0.08, 0.02, 0.05], [0.07, 0.16, 0.18], [-0.80, -0.23, 0.72], [0.85, 0.19, -0.69], [-0.06, 0.51, -0.55], [-0.07, -0.44, 0.80], [-0.95, 0.07, 0.20], [0.62, -0.23, -0.10], [0.20, 0.05, -0.12], [-0.02, -0.01, -0.08], [0.07, 0.04, 0.02], [0.11, 0.08, -0.20]]}

=====

{"formula": "C16H20F3O4PdS", "method": "wB97M-V/def2-TZVPD", "charge": -1, "spin_multiplicity": 5, "e_lumo_ev": [3.1, 2.0], "molar_mass_da": 471.81, "elements": ["Pd", "C", "C", "C", "H", "C", "C", "H", "H", "H", "H", "C", "C", "C", "H", "C", "C", "H", "H", "H", "H", "O", "C", "C", "C", "C", "C", "H", "H", "H", "H", "H", "H", "H", "H", "H", "H", "F", "C", "F", "F", "S", "O", "O", "O"], "positions_angstrom": [[0.003, -0.072, 0.007], [0.019, 1.653, -1.792], [0.969, 1.968, -0.782], [1.920, 0.889, -0.708], [1.021, 2.891, -0.228], [1.562, -0.083, -1.710], [0.390, 0.400, -2.377], [-0.095, -0.084, -3.219], [-0.807, 2.288, -2.094], [2.788, 0.848, -0.067], [2.124, -0.978, -1.944], [-2.383, 0.037, 0.267], [-2.137, -0.242, -1.104], [-1.457, -1.504, -1.187], [-2.458, 0.389, -1.935], [-1.354, -2.025, 0.135], [-1.865, -1.047, 1.039], [-1.914, -1.151, 2.114], [-2.953, 0.872, 0.661], [-1.109, -2.014, -2.082], [-1.057, -3.031, 0.412], [0.979, -1.909, 0.581], [1.651, -3.817, 0.811], [2.292, -3.053, 1.912], [2.253, -3.979, -0.517], [0.722, -4.890, 1.237], [1.398, -1.835, 1.940], [3.296, -2.771, 1.602], [2.296, -3.608, 2.850], [0.518, -2.033, 2.575], [1.873, -0.881, 2.246], [3.111, -4.662, -0.423], [2.586, -3.042, -0.979], [1.536, -4.470, -1.188], [1.335, -5.742, 1.626], [0.136, -5.300, 0.394], [0.028, -4.577, 2.040], [-2.240, 4.132, 2.019], [-1.256, 3.437, 1.421], [-1.768, 2.900, 0.272], [-0.268, 4.289, 1.070], [-0.614, 2.064, 2.539], [-0.029, 2.791, 3.647], [-1.799, 1.255, 2.776], [0.441, 1.339, 1.755]], "forces_ev_per_angstrom": [[-1.46, -0.98, 1.86], [0.62, -0.99, -1.37], [1.71, -0.87, -0.31], [-0.11, 1.53, -1.13], [-0.09, -0.24, 0.12], [-0.37, 1.02, -0.56], [1.09, 1.41, -1.04], [0.00, 0.07, 0.31], [0.10, -0.20, 0.11], [-0.15, -0.05, 0.09], [-0.24, 0.04, 0.13], [-0.38, -0.47, 0.00], [-0.53, -0.71, 0.02], [-0.73, 0.01, 0.03], [0.33, -0.28, 0.35], [-0.83, -0.26, 0.02], [-0.50, -0.12, -0.53], [0.05, 0.16, -0.17], [0.41, -0.21, -0.11], [-0.15, 0.25, 0.28], [0.16, 0.43, -0.17], [0.42, 3.10, 0.91], [0.29, -2.43, 0.63], [0.30, -0.21, -0.27], [0.19, -0.26, -0.29], [-0.06, -0.53, -0.01], [-0.76, 0.11, -0.90], [0.31, 0.06, 0.24], [0.26, -0.06, 0.17], [0.14, 0.24, 0.31], [-0.26, -0.37, -0.21], [0.29, -0.03, -0.35], [-0.03, -0.16, 0.21], [0.13, 0.14, -0.06], [-0.46, 0.07, 0.08], [0.09, 0.19, 0.32], [0.25, -0.14, -0.23], [0.50, -0.20, -0.29], [0.13, -0.64, -0.40], [0.26, 0.77, 0.81], [-0.65, -0.23, 0.22], [1.32, -1.07, 0.05], [-0.65, -0.09, -0.41], [0.48, 0.90, 0.16], [-1.41, 1.29, 1.37]]}

=====

Number 1: E_tot -3306.92059 a.u.. Number 2: E_tot -1823.36237 a.u.. Number 3: E_tot -1748.08989 a.u..